[1]
Entry from the OMol25 dataset: the molecule C2H3N3 at a distorted geometry (ωB97M-V/def2-TZVPD).

XYZ file:
```
8
Properties=species:S:1:pos:R:3:forces:R:3
C -0.460020 -0.059506 -0.127231 -0.5 -4.7 3.8
C 0.706413 0.482941 0.563608 0.1 0.0 0.3
H 0.110727 1.037851 -1.704633 -1.9 -3.3 -0.2
H -1.026038 -0.536783 -2.148085 1.9 2.4 2.3
H -1.798285 -1.231270 -0.231299 0.2 -0.8 1.5
N -0.404685 0.072264 -1.445122 0.1 2.6 -4.0
N -1.125260 -1.021976 0.565941 0.3 3.6 -3.7
N 1.706406 0.691083 1.088573 -0.2 0.3 -0.1
```
Positions in Å, forces in eV/Å.

Results
- maximum force (eV/Å) = 6.1
- Kohn-Sham gap (eV) = 10.2
- M (Da) = 69.07
- SMILES = [H]/N=C(\N)C#N
- net charge = 0
- ΔE to the lowest compared entry with this formula, charge and spin (kJ/mol) = 161.8

---

[2]
Entry from the OMol25 dataset: a cluster of 2 separate species, C5H11NO in total (ωB97M-V/def2-TZVPD).

XYZ file:
```
18
Properties=species:S:1:pos:R:3:forces:R:3
C 1.204510 -0.185655 1.925732 0.0 0.0 0.0
C 0.567578 -1.135926 0.923808 0.1 -0.1 0.1
N -0.341870 -0.383156 0.070337 0.0 0.0 0.1
C -0.590863 -0.859153 -1.257946 -0.1 -0.2 -0.1
C 0.302198 0.323117 -1.020840 0.2 0.2 0.0
C -0.049243 1.760879 -1.250297 -0.3 0.1 0.0
O -1.079308 2.299063 -0.931062 0.5 -0.2 -0.1
H 1.870385 -0.716531 2.612156 -0.1 0.1 -0.1
H 0.427267 0.321942 2.504463 0.1 -0.1 -0.1
H 1.790656 0.581545 1.405757 -0.1 -0.1 0.1
H 1.346519 -1.649197 0.329435 -0.1 0.1 0.1
H -0.012531 -1.910394 1.438022 0.0 0.1 -0.1
H -0.081406 -1.768065 -1.587258 -0.1 0.2 0.1
H -1.603989 -0.728136 -1.631378 0.2 0.1 0.1
H 1.363345 0.117014 -1.180931 -0.1 0.0 0.1
H 0.759814 2.345222 -1.736762 -0.1 0.0 -0.1
H -3.228057 0.755476 -0.534536 -0.1 -0.1 0.1
H -2.645005 0.831954 -0.078699 -0.2 -0.1 0.0
```
Positions in Å, forces in eV/Å.

Results
- maximum force (eV/Å) = 0.6
- Kohn-Sham gap (eV) = 10.5
- M (Da) = 101.15
- SMILES = CCN1C[C@H]1C=O.[H][H]
- net charge = 0
- ΔE to the lowest compared entry with this formula, charge and spin (kJ/mol) = 315.5

---

[3]
Entry from the OMol25 dataset: a cluster of 19 separate species, C27H87F3O23 in total (ωB97M-V/def2-TZVPD).

XYZ file:
```
140
Properties=species:S:1:pos:R:3:forces:R:3
O 7.690034 -2.507436 -5.221734 -0.1 -0.2 0.0
C 6.602249 -2.579990 -4.312964 0.2 -0.1 0.1
O 5.585043 -1.745939 -4.778050 -0.1 0.0 0.1
C 4.321092 -2.360101 -4.962132 -0.1 -0.2 0.1
C 3.225057 -1.297014 -4.899991 -0.1 -0.3 -0.4
O 2.206387 -1.768483 -4.033568 0.1 0.0 0.2
C 1.369315 -0.781854 -3.470568 -0.1 0.3 0.2
C 0.062527 -0.628077 -4.256924 0.0 0.2 0.4
C -0.837762 -1.868901 -4.242767 0.1 0.1 -0.3
C -0.197921 -3.080629 -4.828067 0.1 -0.4 0.3
F 0.342239 -2.951795 -6.056217 -0.2 0.0 -0.1
C -0.133454 -4.269931 -4.249603 0.1 0.5 -0.3
F -0.483697 -4.504880 -3.006325 -0.2 -0.2 0.2
F 0.316081 -5.384072 -4.839382 0.1 0.1 0.0
C 1.104111 -1.154798 -2.009299 0.2 -0.3 -0.2
O 2.361371 -1.422641 -1.391658 0.0 -0.1 -0.2
O 2.145449 -2.255312 -0.254457 -0.3 0.2 0.2
H 8.059038 -3.391186 -5.311433 0.0 0.1 -0.1
H 6.930016 -2.235667 -3.325769 0.0 0.1 -0.1
H 6.267598 -3.621083 -4.222293 -0.1 0.1 -0.1
H 4.118549 -3.080436 -4.159681 0.0 0.1 0.0
H 4.286213 -2.912437 -5.910727 0.1 0.1 0.0
H 3.651844 -0.353895 -4.548416 0.0 -0.1 0.1
H 2.800364 -1.151313 -5.902166 0.1 0.2 0.1
H 1.869843 0.197284 -3.467165 0.1 -0.1 -0.1
H -0.499015 0.196924 -3.802439 0.0 -0.1 -0.1
H 0.293796 -0.309916 -5.275643 0.0 -0.1 0.0
H -1.163968 -2.094593 -3.225699 -0.1 -0.1 -0.1
H -1.736494 -1.655319 -4.835773 0.0 0.0 0.1
H 0.506262 -2.069725 -1.971240 -0.1 0.1 0.1
H 0.603400 -0.333771 -1.488198 -0.2 -0.1 0.0
H 1.908934 -3.122513 -0.621078 0.2 0.1 -0.2
C 3.816539 0.366896 2.267207 -0.1 -0.2 -0.2
O 3.955478 -0.835753 1.519203 0.0 0.2 0.1
H 4.631386 0.410001 2.987599 0.0 0.0 0.0
H 3.871520 1.246939 1.618841 0.0 0.1 0.1
H 2.865678 0.391170 2.800871 0.0 0.1 0.1
H 3.220012 -0.876860 0.898441 0.2 -0.2 0.0
C 2.403569 2.641523 4.873846 -0.1 0.0 0.0
O 1.604303 2.264170 3.759922 0.1 0.0 0.0
H 3.387833 2.914836 4.500296 0.0 0.0 0.0
H 1.967654 3.497711 5.395410 0.1 0.0 0.0
H 2.512568 1.813600 5.579790 0.1 0.0 0.0
H 0.735971 2.029967 4.106105 0.0 0.1 0.0
C -3.683334 -1.388068 -7.695798 -0.1 0.2 0.3
O -3.760422 -0.565227 -6.527859 0.1 -0.2 0.0
H -3.020606 -2.218315 -7.459938 0.0 0.0 0.0
H -4.668603 -1.786435 -7.954155 0.0 -0.1 -0.1
H -3.280449 -0.843994 -8.544537 0.0 0.0 -0.1
H -4.343094 0.171742 -6.724949 0.0 0.0 0.0
C -3.124587 -2.799151 -11.318998 0.0 0.1 0.0
O -2.983798 -1.468751 -10.830085 0.0 -0.1 -0.1
H -2.647746 -3.457559 -10.597093 0.0 0.0 0.0
H -4.176339 -3.081675 -11.412012 0.0 0.0 0.0
H -2.632174 -2.924197 -12.286283 0.0 0.0 0.0
H -3.399309 -0.876492 -11.462415 0.0 0.0 0.0
C -1.414326 4.745607 4.812644 0.0 -0.1 -0.2
O -0.820137 3.540197 4.334354 -0.1 0.1 0.0
H -2.048597 4.492709 5.658588 0.2 0.0 0.0
H -0.646292 5.462006 5.118516 -0.1 0.0 0.1
H -2.038877 5.202104 4.041503 0.0 0.1 0.0
H -0.273189 3.757203 3.572505 0.0 0.0 0.0
C -2.595095 4.419744 8.714976 -0.1 0.0 -0.1
O -3.224523 4.015383 7.497129 -0.1 -0.1 0.0
H -1.593984 4.761605 8.462632 0.0 0.0 0.0
H -3.142943 5.235459 9.190884 0.0 0.0 0.0
H -2.519973 3.586147 9.414569 0.0 0.0 0.0
H -4.113198 3.718480 7.715223 0.0 0.0 0.0
C -2.550156 -7.597888 -5.882757 0.1 0.1 0.1
O -2.391546 -6.828924 -4.697493 0.0 0.0 -0.1
H -3.559248 -8.002410 -5.871670 0.0 0.0 0.0
H -2.429958 -6.982687 -6.779172 0.0 0.0 0.0
H -1.841292 -8.429449 -5.919385 0.0 0.0 0.0
H -1.501467 -6.466651 -4.698934 0.0 -0.1 0.0
C 3.510789 -6.749266 -5.655403 -0.1 0.0 0.1
O 2.578258 -7.336176 -4.760247 0.1 -0.1 -0.2
H 4.492475 -7.149064 -5.407890 0.0 0.0 0.0
H 3.277085 -6.999259 -6.696450 0.1 0.1 0.0
H 3.538849 -5.660467 -5.557745 0.0 0.0 0.0
H 1.709306 -6.986224 -4.974800 0.0 0.0 0.1
C -4.672716 6.876590 6.627976 -0.2 0.0 0.0
O -5.782310 6.236359 7.267790 0.2 -0.1 0.0
H -3.773181 6.542781 7.136294 0.0 0.0 0.0
H -4.614932 6.584649 5.575354 0.1 0.1 0.0
H -4.741361 7.962800 6.698811 0.1 0.0 0.0
H -6.583230 6.527416 6.825063 0.0 0.0 0.0
C 8.757965 0.159419 -3.080500 0.0 -0.1 -0.1
O 9.347488 -1.118648 -3.267286 0.2 0.2 0.1
H 8.692953 0.333641 -2.008779 0.0 0.0 0.0
H 9.363872 0.952414 -3.528373 0.0 0.0 0.0
H 7.749982 0.199550 -3.505580 0.0 0.0 0.0
H 9.380109 -1.289763 -4.213032 -0.2 -0.1 0.0
C -5.984808 3.588904 5.089642 0.1 0.1 0.0
O -4.709232 3.995494 4.616840 -0.1 0.0 0.1
H -6.554559 3.242008 4.230418 0.0 0.0 0.0
H -5.901393 2.768536 5.808931 0.0 0.0 0.0
H -6.520485 4.417788 5.559569 0.0 -0.1 0.0
H -4.197246 4.299723 5.375754 0.1 -0.1 0.0
C -3.633333 5.053958 1.500872 0.0 0.1 -0.2
O -3.694108 6.449010 1.206058 0.0 -0.1 0.1
H -3.673343 4.940044 2.578961 -0.1 0.0 0.0
H -4.485439 4.522639 1.068983 0.0 -0.1 0.0
H -2.704341 4.612551 1.127788 0.0 -0.1 0.0
H -3.668137 6.553014 0.252039 0.0 0.0 0.0
C -4.449271 4.293693 12.326265 0.1 0.1 0.0
O -3.130914 4.738977 12.029995 -0.1 0.0 0.0
H -4.881867 3.930319 11.397043 0.0 0.0 0.0
H -4.442784 3.477423 13.053242 0.0 0.0 0.0
H -5.071537 5.107960 12.705992 0.0 0.0 0.0
H -2.736280 5.065290 12.842539 0.0 0.0 0.0
C -4.142416 11.363095 6.647713 0.1 -0.1 -0.1
O -3.420069 10.210622 6.230591 -0.1 0.1 0.0
H -4.823506 11.047693 7.434426 0.0 0.0 0.0
H -3.475594 12.130624 7.048944 0.0 0.0 0.0
H -4.726312 11.788809 5.827442 0.0 0.0 0.0
H -2.814155 10.474763 5.533610 0.0 -0.1 0.0
C -3.394076 -4.176966 -1.860380 0.1 0.0 0.1
O -2.439206 -3.265133 -1.321032 0.0 0.0 0.0
H -3.401191 -4.038265 -2.938808 0.0 0.0 0.0
H -3.122012 -5.212585 -1.645894 0.0 0.0 0.0
H -4.395782 -3.977105 -1.472294 0.0 0.0 0.0
H -2.419820 -3.378832 -0.367275 0.0 0.0 0.0
C 4.521551 -9.456936 -8.127912 -0.1 0.0 0.1
O 3.650846 -9.869980 -7.085687 0.1 0.0 -0.1
H 4.771354 -10.341257 -8.709193 0.0 0.0 0.0
H 4.042713 -8.729319 -8.790497 0.0 0.0 0.0
H 5.447114 -9.026877 -7.733424 0.0 0.0 0.0
H 3.424080 -9.094453 -6.564365 -0.1 -0.1 0.1
C 3.887854 0.309594 8.028166 0.2 0.1 -0.1
O 4.549835 1.560113 8.183087 -0.1 0.0 0.0
H 2.819921 0.493801 8.115278 0.0 0.0 0.0
H 4.092165 -0.124268 7.045594 -0.1 -0.1 0.0
H 4.184858 -0.401045 8.803744 0.0 0.0 0.0
H 5.494846 1.407813 8.105991 0.0 0.0 0.0
C 0.093452 -0.878575 3.896956 0.2 -0.2 -0.2
O 0.642536 -2.102162 3.418629 -0.1 0.0 0.0
H -0.521684 -1.114065 4.762071 0.0 0.0 0.0
H 0.887858 -0.191188 4.195519 -0.1 0.1 0.1
H -0.531041 -0.400117 3.136676 0.0 0.1 0.1
H 1.201864 -1.907135 2.660056 0.1 0.0 0.0
```
Positions in Å, forces in eV/Å.

Results
- maximum force (eV/Å) = 0.6
- Kohn-Sham gap (eV) = 9.8
- M (Da) = 836.96
- net charge = 0
- ΔE to the lowest compared entry with this formula, charge and spin (kJ/mol) = 0.0

---

[4]
Entry from the OMol25 dataset: the ion C4H9N2Se with charge +1 at a distorted geometry (ωB97M-V/def2-TZVPD).

XYZ file:
```
16
Properties=species:S:1:pos:R:3:forces:R:3
C 1.329462 1.271715 0.617446 -1.0 -0.8 1.6
C 1.145714 -0.041505 -0.154439 -0.1 0.7 0.1
C -0.963577 1.909222 0.586051 1.7 -1.0 1.3
C -1.087735 -1.361317 0.098280 2.4 1.1 1.1
N 0.316760 2.012113 0.885765 1.8 -1.2 -0.2
N -0.265005 -0.247421 -0.460324 0.2 0.2 -0.9
Se -1.690208 2.693932 -0.819285 -1.9 1.1 -1.6
H 2.396199 1.343493 0.953436 -1.2 1.1 -0.1
H 1.887230 0.351207 -0.942750 -1.3 -1.6 -0.2
H 1.581566 -0.926881 0.361654 0.1 0.9 -0.2
H -1.653617 1.566917 1.358651 0.2 0.1 0.1
H -1.187750 -1.112873 1.150877 -0.4 -0.5 0.2
H -2.017586 -1.360966 -0.395690 -1.1 0.0 -0.5
H -0.582570 -2.304392 -0.007601 0.1 -0.6 0.0
H -0.424283 -0.252976 -1.453244 0.1 0.3 -0.4
H -0.513860 2.552378 -1.640048 0.6 0.2 -0.3
```
Positions in Å, forces in eV/Å.

Results
- maximum force (eV/Å) = 2.8
- Kohn-Sham gap (eV) = 8.9
- M (Da) = 164.09
- SMILES = CNCC=[N+]=C[SeH]
- net charge = +1
- ΔE to the lowest compared entry with this formula, charge and spin (kJ/mol) = 105.1